No. 1
Computed, not measured: a molecular structure, C25H28N6O4PdS, with ωB97M-V with the def2-TZVPD basis set.

Last column: natural (NBO) charge in e.
Atoms and positions in Å:
1 Pd 1.437 1.168 -0.340  0.124
2 C 2.823 -1.802 -0.726  -0.658
3 C 1.776 -1.693 -1.796  0.252
4 C 1.268 -2.833 -2.416  -0.254
5 C 0.294 -2.704 -3.389  -0.177
6 C -0.151 -1.441 -3.734  -0.250
7 C 0.403 -0.344 -3.087  0.165
8 N 1.342 -0.468 -2.135  -0.446
9 C -0.014 1.052 -3.395  0.175
10 C -0.556 1.439 -4.617  -0.231
11 C -0.877 2.775 -4.798  -0.177
12 C -0.615 3.688 -3.788  -0.229
13 C -0.049 3.222 -2.606  0.180
14 N 0.192 1.929 -2.420  -0.414
15 C 0.404 4.108 -1.496  0.165
16 C 0.003 5.430 -1.345  -0.244
17 C 0.549 6.167 -0.308  -0.170
18 C 1.468 5.575 0.544  -0.254
19 C 1.808 4.240 0.344  0.238
20 C 2.775 3.488 1.213  -0.649
21 N 1.274 3.539 -0.659  -0.440
22 H 3.778 -2.126 -1.150  0.220
23 H 2.523 -2.522 0.039  0.233
24 H 2.951 -0.826 -0.257  0.246
25 H 1.635 -3.812 -2.129  0.215
26 H -0.120 -3.582 -3.871  0.213
27 H -0.929 -1.312 -4.474  0.214
28 H -0.695 0.724 -5.417  0.217
29 H -1.300 3.111 -5.737  0.217
30 H -0.822 4.741 -3.934  0.216
31 H -0.725 5.873 -2.012  0.213
32 H 0.258 7.200 -0.162  0.215
33 H 1.911 6.138 1.356  0.217
34 H 3.801 3.827 1.044  0.223
35 H 2.689 2.421 0.930  0.238
36 H 2.544 3.616 2.273  0.217
37 C -1.523 -5.335 0.572  -0.625
38 C -1.460 -5.139 2.082  -0.660
39 S -0.955 -3.485 2.545  2.178
40 O -0.722 -3.473 3.966  -0.940
41 O 0.077 -3.050 1.637  -0.952
42 C -2.424 -2.507 2.212  -0.683
43 C -2.390 -1.122 2.870  -0.225
44 N -1.110 -0.430 2.752  -0.342
45 C -0.541 -0.079 1.575  0.434
46 N 0.692 0.380 1.745  -0.489
47 C 0.944 0.316 3.075  0.003
48 C -0.141 -0.204 3.718  0.123
49 N -0.304 -0.361 5.124  0.530
50 O 0.704 -0.293 5.800  -0.369
51 O -1.428 -0.545 5.571  -0.411
52 C -1.186 -0.199 0.246  -0.690
53 H -1.602 -6.396 0.335  0.226
54 H -0.620 -4.943 0.107  0.241
55 H -2.384 -4.827 0.135  0.209
56 H -0.702 -5.765 2.555  0.255
57 H -2.414 -5.316 2.581  0.234
58 H -3.271 -3.074 2.601  0.245
59 H -2.484 -2.436 1.125  0.242
60 H -2.630 -1.188 3.922  0.271
61 H -3.145 -0.508 2.380  0.220
62 H 1.875 0.634 3.514  0.234
63 H -2.242 0.083 0.258  0.214
64 H -1.081 -1.219 -0.139  0.235
65 H -0.592 0.476 -0.405  0.270

Atoms 1-2, force components in eV/Å:
0.1 0.0 -0.1
0.0 0.0 -0.1

Electronic energy   -2124.90925 Ha
Energy relative to the best compared isomer or geometry (same formula, charge and spin)   0.000 eV
Orbital gap   5.632 eV

No. 2
Computed, not measured: 2 unconnected molecules or ions with the total composition C25H28O8P in a non-equilibrium geometry, with ωB97M-V with the def2-TZVPD basis set.

Last column: natural (NBO) charge in e.
Atoms and positions in Å:
1 C -2.132 -6.524 1.222  -0.627
2 C -1.437 -5.692 0.170  -0.048
3 O -0.818 -4.546 0.854  -0.839
4 P -0.968 -2.992 0.478  2.383
5 C 0.508 -2.129 0.065  -1.071
6 C 1.326 -2.474 -1.054  0.735
7 O 2.468 -2.043 -1.214  -0.714
8 O 0.724 -3.274 -2.040  -0.587
9 C 0.393 -2.533 -3.261  -0.053
10 C -0.396 -1.303 -2.954  -0.679
11 O -1.997 -2.774 -0.568  -1.154
12 O -1.244 -2.417 1.967  -0.839
13 C -1.493 -1.038 2.341  -0.049
14 C -1.654 -0.912 3.844  -0.620
15 H -2.698 -7.378 0.824  0.199
16 H -1.386 -6.907 1.932  0.204
17 H -2.842 -5.894 1.763  0.215
18 H -0.647 -6.258 -0.329  0.175
19 H -2.123 -5.317 -0.592  0.205
20 H 0.897 -1.349 0.754  0.215
21 H 1.340 -2.245 -3.754  0.169
22 H -0.170 -3.190 -3.937  0.170
23 H -0.997 -0.988 -3.808  0.197
24 H -1.069 -1.478 -2.105  0.278
25 H 0.341 -0.511 -2.777  0.197
26 H -0.654 -0.414 2.017  0.173
27 H -2.380 -0.671 1.813  0.182
28 H -1.843 0.132 4.107  0.202
29 H -2.501 -1.492 4.211  0.205
30 H -0.739 -1.194 4.372  0.208
31 C 6.316 2.608 -1.497  -0.256
32 O 5.244 2.665 -2.473  -0.505
33 C 3.998 2.298 -2.074  0.305
34 C 3.742 1.748 -0.789  -0.263
35 C 2.448 1.384 -0.456  -0.121
36 C 1.393 1.465 -1.394  -0.139
37 C 0.012 1.161 -0.989  0.016
38 C -0.725 2.012 -0.224  -0.254
39 C -2.226 1.937 -0.125  0.522
40 O -2.993 1.223 -0.773  -0.514
41 C -2.567 2.914 0.954  -0.043
42 C -1.400 3.538 1.429  -0.140
43 C -1.432 4.467 2.460  -0.171
44 C -2.654 4.738 3.074  -0.204
45 C -3.839 4.126 2.587  -0.202
46 C -3.810 3.237 1.504  -0.202
47 C -0.198 3.076 0.673  0.534
48 O 0.936 3.524 0.823  -0.535
49 C 1.686 1.966 -2.695  -0.162
50 C 2.945 2.423 -3.022  -0.280
51 H 7.201 2.957 -2.035  0.193
52 H 6.097 3.282 -0.653  0.180
53 H 6.480 1.580 -1.126  0.186
54 H 4.557 1.596 -0.062  0.210
55 H 2.219 1.048 0.569  0.221
56 H -0.558 0.345 -1.414  0.272
57 H -0.493 4.947 2.732  0.231
58 H -2.688 5.439 3.911  0.213
59 H -4.787 4.381 3.064  0.212
60 H -4.719 2.812 1.071  0.233
61 H 0.847 2.050 -3.391  0.213
62 H 3.159 2.860 -3.997  0.218

Atoms 1-2, force components in eV/Å:
-0.1 -0.1 0.4
0.2 1.2 0.1

Electronic energy   -1912.79696 Ha
Energy relative to the best compared isomer or geometry (same formula, charge and spin)   1.658 eV
Orbital gap   5.190 eV
Charge   -1

No. 3
Computed, not measured: 5 unconnected molecules or ions with the total composition C25H29BF4N2O16 in a non-equilibrium geometry, with ωB97M-V with the def2-TZVPD basis set.

Last column: Löwdin charge in e.
Atoms and positions in Å:
1 C -0.605 -0.507 -1.204  -0.071
2 N -0.047 0.131 0.011  -0.070
3 C -0.954 1.219 0.456  -0.055
4 B 0.107 -0.840 1.069  -0.559
5 O -0.497 -2.077 0.997  0.157
6 C 0.968 -0.540 2.367  0.015
7 C 0.511 0.273 3.411  0.044
8 C 1.292 0.498 4.552  -0.194
9 C 0.728 1.336 5.671  -0.145
10 C -0.011 0.436 6.683  -0.167
11 C -1.254 1.091 7.261  -0.272
12 O -2.325 1.065 6.328  -0.065
13 C 2.561 -0.078 4.678  0.061
14 C 3.004 -0.891 3.648  -0.083
15 C 2.227 -1.109 2.530  -0.062
16 C 2.996 -1.996 1.621  -0.364
17 O 2.925 -2.117 0.442  0.158
18 N 4.008 -2.664 2.437  0.139
19 C 4.271 -1.673 3.488  -0.381
20 O 5.302 -1.540 4.046  0.161
21 H -0.015 -1.380 -1.454  0.088
22 H -0.586 0.204 -2.026  0.073
23 H -1.651 -0.773 -1.038  0.084
24 H -1.654 1.451 -0.339  0.080
25 H -1.559 0.954 1.326  0.081
26 H -0.413 2.139 0.653  0.090
27 H -0.851 -2.309 1.870  0.071
28 H -0.467 0.731 3.378  0.120
29 H 1.538 1.876 6.156  0.116
30 H 0.037 2.070 5.267  0.116
31 H -0.343 -0.440 6.127  0.113
32 H 0.675 0.076 7.446  0.116
33 H -1.539 0.539 8.160  0.113
34 H -1.064 2.113 7.571  0.119
35 H -2.670 0.169 6.326  0.085
36 H 3.179 0.087 5.548  0.131
37 H 3.530 -3.397 2.961  0.147
38 C -4.430 -4.821 1.206  -0.039
39 C -4.037 -3.569 0.452  -0.303
40 O -3.364 -2.822 1.452  0.131
41 C -2.832 -3.705 2.331  -0.550
42 O -1.996 -3.436 3.136  0.169
43 O -3.373 -4.928 2.169  0.088
44 F -5.114 -2.873 0.023  0.083
45 H -5.382 -4.691 1.723  0.146
46 H -4.475 -5.708 0.581  0.142
47 H -3.359 -3.733 -0.387  0.179
48 C 0.376 2.246 -4.948  -0.043
49 C -0.124 3.487 -5.648  -0.308
50 O -1.138 3.945 -4.771  0.118
51 C -0.806 3.524 -3.512  -0.548
52 O -1.294 3.935 -2.516  0.183
53 O 0.159 2.578 -3.571  0.068
54 F -0.678 3.204 -6.855  0.071
55 H -0.219 1.370 -5.211  0.147
56 H 1.426 2.038 -5.134  0.144
57 H 0.623 4.271 -5.776  0.175
58 C -4.156 2.899 -6.509  -0.055
59 C -5.242 3.205 -7.514  -0.313
60 O -4.993 2.247 -8.527  0.132
61 C -4.400 1.167 -7.937  -0.548
62 O -4.287 0.101 -8.437  0.185
63 O -3.971 1.491 -6.692  0.068
64 F -5.120 4.449 -8.036  0.077
65 H -3.229 3.421 -6.743  0.125
66 H -4.445 3.121 -5.485  0.142
67 H -6.259 3.077 -7.139  0.172
68 C 5.950 -1.798 -1.073  -0.047
69 C 6.908 -1.063 -0.167  -0.312
70 O 7.448 -0.078 -1.032  0.129
71 C 6.508 0.190 -1.985  -0.553
72 O 6.529 1.129 -2.707  0.175
73 O 5.548 -0.763 -1.980  0.074
74 F 7.907 -1.860 0.280  0.077
75 H 6.454 -2.592 -1.627  0.146
76 H 5.094 -2.210 -0.546  0.111
77 H 6.438 -0.572 0.688  0.171

Atoms 1-2, force components in eV/Å:
0.1 0.6 0.4
-0.8 -0.8 -0.2

Electronic energy   -2707.83213 Ha
Orbital gap   8.835 eV

No. 4
Computed, not measured: a molecular structure, C25H29BN3O3Ru, with ωB97M-V with the def2-TZVPD basis set.

Last column: Löwdin spin population.
Atoms and positions in Å:
1 Ru 0.405 -0.150 -0.191  0.806
2 O 0.181 -1.278 3.739  0.014
3 C 0.203 -1.170 2.519  0.012
4 N 0.349 -0.044 1.807  0.050
5 C 0.454 1.246 2.428  0.004
6 C 0.497 2.304 1.348  -0.001
7 C 0.593 3.646 1.681  0.001
8 C 0.579 4.606 0.686  -0.002
9 C 0.460 4.189 -0.631  0.000
10 C 0.380 2.839 -0.900  -0.002
11 N 0.408 1.902 0.059  -0.004
12 C 0.036 -2.389 1.627  0.002
13 C -0.137 -3.637 2.195  0.000
14 C -0.358 -4.726 1.370  0.000
15 C -0.408 -4.532 -0.001  0.000
16 C -0.210 -3.257 -0.502  0.000
17 N 0.013 -2.210 0.290  0.002
18 H 1.350 1.324 3.056  0.001
19 H -0.397 1.454 3.089  0.000
20 H 0.672 3.923 2.724  0.000
21 H 0.653 5.657 0.932  0.000
22 H 0.431 4.896 -1.448  0.000
23 H 0.276 2.466 -1.909  0.000
24 H -0.101 -3.714 3.272  0.000
25 H -0.496 -5.714 1.790  0.000
26 H -0.587 -5.354 -0.680  0.000
27 H -0.212 -3.048 -1.564  0.000
28 C 2.341 0.030 -0.863  0.022
29 C 2.991 -1.246 -0.476  0.002
30 C 3.592 -1.405 0.773  -0.004
31 C 4.052 -2.645 1.195  0.002
32 C 3.934 -3.752 0.368  -0.004
33 C 3.361 -3.604 -0.891  0.002
34 C 2.897 -2.369 -1.306  -0.003
35 H 2.389 0.192 -1.943  0.018
36 H 2.795 0.890 -0.362  0.004
37 H 3.673 -0.547 1.432  0.000
38 H 4.501 -2.746 2.175  0.000
39 H 4.289 -4.720 0.697  0.000
40 H 3.272 -4.461 -1.548  0.000
41 H 2.419 -2.261 -2.275  0.000
42 C -1.174 -2.038 -5.061  0.001
43 C -0.612 -0.825 -4.345  0.003
44 C 0.612 -0.298 -5.085  0.000
45 O -0.171 -1.221 -3.027  0.019
46 B -0.388 -0.162 -2.146  0.056
47 O -1.160 0.812 -2.769  0.002
48 C -1.651 0.287 -4.021  0.000
49 C -1.715 1.414 -5.035  0.000
50 C -3.048 -0.265 -3.760  0.000
51 H -0.374 -2.757 -5.240  0.000
52 H -1.598 -1.753 -6.026  0.000
53 H -1.947 -2.525 -4.469  0.000
54 H 1.374 -1.077 -5.102  0.000
55 H 1.029 0.573 -4.577  0.000
56 H 0.372 -0.024 -6.114  0.000
57 H -0.761 1.932 -5.114  0.000
58 H -2.473 2.135 -4.730  0.000
59 H -1.987 1.029 -6.021  0.000
60 H -3.016 -1.066 -3.020  0.000
61 H -3.506 -0.646 -4.674  0.000
62 H -3.672 0.537 -3.366  0.000

Atoms 1-2, force components in eV/Å:
-0.2 0.1 -0.1
0.0 -0.1 0.0

Electronic energy   -1479.89266 Ha
Energy relative to the best compared isomer or geometry (same formula, charge and spin)   0.000 eV
Orbital gap (spin up / spin down)   7.379 / 7.364 eV
2S+1   2